2 unconnected molecules or ions with the total composition C3H5NO4 in a non-equilibrium geometry. Source: OMol25; level of theory: wB97M-V/def2-TZVPD.

The LUMO energy (spin up / spin down) is -1.0 / -1.0 eV. The total energy comes out at -12862.817 eV. Its HOMO energy (spin up / spin down) is -9.28 / -9.29 eV.

Geometry (Å):
C (-0.574, -1.348, -2.325)
C (-0.618, 1.569, 2.405)
C (-1.129, -0.854, -1.213)
N (-0.846, 0.448, -0.841)
O (0.104, 0.984, -1.398)
O (-1.470, 0.947, 0.107)
O (-0.168, 0.450, 2.673)
O (0.772, -0.198, 2.025)
H (0.151, -0.685, -2.781)
H (-0.629, -2.273, -2.763)
H (-1.297, 1.992, 3.081)
H (-0.449, 2.123, 1.453)
H (-1.933, -1.217, -0.536)

Here are the natural (NBO) charges for atoms 1 to 2, given in e: -0.2696, 0.1532